(1)
Molecular formula: C5H8N2
Method: DFT, ωB97M-V with the def2-TZVPD basis set

Computed properties:
frontier orbital gap	10.0	eV
relative energy (zero: lowest compared OMol25 entry of this formula, charge and spin)	4.264	eV
E_LUMO	0.96	eV
HOMO	-9.02	eV

Cartesian coordinates (Å):
1 C 1.7614 -0.7849 0.6650
2 N 1.5755 0.6181 0.3486
3 C 0.4733 1.1005 -0.4292
4 C -0.8318 0.3493 -0.2395
5 C -1.7575 -0.3472 -1.1834
6 C -0.7116 0.5536 1.0730
7 N 0.5118 1.3913 1.0110
8 H 0.8280 -1.3470 0.7975
9 H 2.3488 -0.8442 1.5851
10 H 2.3430 -1.2295 -0.1492
11 H 0.6717 1.8670 -1.1766
12 H -1.7402 -1.4321 -1.0282
13 H -1.4730 -0.1487 -2.2203
14 H -2.7878 -0.0069 -1.0437
15 H -1.2114 0.2607 1.9898

Löwdin atomic charge list, values in e, 5 entries: -0.09 -0.09 -0.24 -0.22 -0.05

(2)
Molecular formula: C5H8N2
Method: DFT, ωB97M-V with the def2-TZVPD basis set

Computed properties:
frontier orbital gap	9.6	eV
relative energy (zero: lowest compared OMol25 entry of this formula, charge and spin)	0.380	eV
E_LUMO	0.95	eV
SMILES	CCc1c[nH]cn1
HOMO	-8.66	eV

Cartesian coordinates (Å):
1 C 0.2178 1.9405 1.1825
2 C -0.7886 1.0651 0.4661
3 C -0.2139 -0.1058 -0.2870
4 C 0.2211 -1.2721 0.2551
5 N 0.4736 -2.1461 -0.7887
6 C 0.2174 -1.4155 -1.9239
7 N -0.1506 -0.2022 -1.6659
8 H 0.6969 1.4092 1.9910
9 H 1.1658 2.1026 0.6454
10 H -0.1302 2.9222 1.4971
11 H -1.3135 1.6022 -0.3206
12 H -1.4690 0.6589 1.2145
13 H 0.2973 -1.5558 1.2881
14 H 0.3109 -3.1330 -0.6842
15 H 0.4650 -1.8702 -2.8695

Löwdin atomic charge list, values in e, 5 entries: -0.12 -0.20 -0.32 -0.08 0.04

(3)
Molecular formula: C5H8N2
Method: DFT, ωB97M-V with the def2-TZVPD basis set

Computed properties:
frontier orbital gap	9.9	eV
relative energy (zero: lowest compared OMol25 entry of this formula, charge and spin)	1.165	eV
E_LUMO	1.00	eV
SMILES	Cc1ccnn1C
HOMO	-8.93	eV

Cartesian coordinates (Å):
1 C 0.4758 0.1653 1.9389
2 C 0.4402 -0.0819 0.4430
3 C 1.5554 -0.3878 -0.3046
4 C 1.0785 -0.7277 -1.5855
5 N -0.2236 -0.6628 -1.6377
6 N -0.6420 -0.2376 -0.4200
7 C -1.8829 0.5191 -0.6642
8 H 0.7458 1.1955 2.2000
9 H 1.2611 -0.4692 2.3755
10 H -0.4506 -0.0891 2.4604
11 H 2.5826 -0.3910 0.0303
12 H 1.6027 -0.9594 -2.4995
13 H -1.8264 0.8200 -1.7165
14 H -1.9501 1.4200 -0.0580
15 H -2.7666 -0.1133 -0.5621

Löwdin atomic charge list, values in e, 5 entries: -0.03 -0.26 -0.05 -0.17 0.02

(4)
Molecular formula: C5H8N2
Method: DFT, ωB97M-V with the def2-TZVPD basis set

Computed properties:
frontier orbital gap	8.4	eV
relative energy (zero: lowest compared OMol25 entry of this formula, charge and spin)	3.489	eV
E_LUMO	0.91	eV
HOMO	-7.52	eV

Cartesian coordinates (Å):
1 C -1.9633 -0.7955 -1.4361
2 N -0.5922 -0.6475 -0.8869
3 C 0.6800 -1.0392 -0.9993
4 C 1.4286 -0.3591 -0.0307
5 C 0.5248 0.4592 0.6638
6 C 0.7474 1.3988 1.8143
7 N -0.6841 0.2467 0.1060
8 H -2.2703 -1.8450 -1.3351
9 H -1.9455 -0.5194 -2.4985
10 H -1.8165 0.3640 -0.0664
11 H 0.9803 -1.7586 -1.7532
12 H 2.4967 -0.4334 0.1501
13 H 0.0909 2.2720 1.7426
14 H 1.7836 1.7528 1.8301
15 H 0.5482 0.9106 2.7760

Löwdin atomic charge list, values in e, 5 entries: -0.11 -0.21 -0.05 -0.02 -0.29

(5)
Molecular formula: C5H8N2
Method: DFT, ωB97M-V with the def2-TZVPD basis set

Computed properties:
frontier orbital gap	10.8	eV
relative energy (zero: lowest compared OMol25 entry of this formula, charge and spin)	1.949	eV
E_LUMO	0.79	eV
SMILES	C[C@@]1(CC#N)CN1
HOMO	-9.98	eV

Cartesian coordinates (Å):
1 C -0.1223 -1.0617 -1.0054
2 C 0.2556 0.1130 -0.1260
3 C -0.8838 0.8505 0.6236
4 C -2.2450 0.3151 0.5799
5 N -3.2124 -0.1704 0.9911
6 C 1.5749 0.0957 0.5509
7 N 1.3487 0.9755 -0.5924
8 H -0.7700 -1.7601 -0.4698
9 H -0.6515 -0.7362 -1.9094
10 H 0.7721 -1.6117 -1.3235
11 H -0.8094 1.9343 0.4571
12 H -0.9364 0.6461 1.7144
13 H 2.1964 -0.7915 0.4366
14 H 1.6920 0.6179 1.4978
15 H 1.7910 0.5834 -1.4250

Löwdin atomic charge list, values in e, 5 entries: -0.03 -0.50 -0.10 -0.25 0.13

(6)
Molecular formula: C5H8N2
Method: DFT, ωB97M-V with the def2-TZVPD basis set

Computed properties:
frontier orbital gap	10.8	eV
relative energy (zero: lowest compared OMol25 entry of this formula, charge and spin)	1.636	eV
E_LUMO	0.92	eV
SMILES	C[C@H]1CN1CC#N
HOMO	-9.90	eV

Cartesian coordinates (Å):
1 C 1.7370 -1.0324 0.1520
2 C 0.2800 -0.7278 -0.0789
3 C -0.7482 -0.8283 0.9861
4 N -0.2436 0.4693 0.5610
5 C -1.1650 1.2578 -0.2359
6 C -0.4319 2.0747 -1.2169
7 N 0.1308 2.6968 -2.0124
8 H 1.9891 -0.9303 1.2112
9 H 2.3620 -0.3314 -0.4087
10 H 1.9845 -2.0502 -0.1668
11 H -0.0843 -0.9196 -1.0913
12 H -1.7599 -1.1039 0.6866
13 H -0.4692 -1.1245 1.9941
14 H -1.8920 0.6430 -0.7953
15 H -1.7329 1.9256 0.4212

Löwdin atomic charge list, values in e, 5 entries: -0.05 -0.34 -0.10 -0.09 -0.20

(7)
Molecular formula: C5H8N2
Method: DFT, ωB97M-V with the def2-TZVPD basis set

Computed properties:
frontier orbital gap	9.3	eV
relative energy (zero: lowest compared OMol25 entry of this formula, charge and spin)	3.913	eV
E_LUMO	0.84	eV
SMILES	C1=N[C@H]2C[C@H](C2)N1
HOMO	-8.49	eV

Cartesian coordinates (Å):
1 C 1.3339 -0.5695 0.8957
2 N 1.7703 -0.2188 -0.2002
3 C 0.6337 0.2426 -1.0914
4 C -0.2152 1.2983 -0.2372
5 C -0.9668 0.0849 0.4755
6 C -0.6248 -0.6744 -0.8875
7 N 0.0284 -0.4942 1.2459
8 H 2.1680 -0.5839 1.7802
9 H 0.8637 0.5846 -2.2472
10 H -1.0723 1.6905 -0.7946
11 H 0.1171 2.1099 0.2992
12 H -1.8547 -0.1612 1.1977
13 H -0.5172 -1.7322 -0.7241
14 H -1.4227 -0.7323 -1.8236
15 H -0.2413 -0.8444 2.1114

Löwdin atomic charge list, values in e, 5 entries: -0.31 0.05 -0.24 -0.09 -0.25

(8)
Molecular formula: C5H8N2
Method: DFT, ωB97M-V with the def2-TZVPD basis set

Computed properties:
frontier orbital gap	10.1	eV
relative energy (zero: lowest compared OMol25 entry of this formula, charge and spin)	3.576	eV
E_LUMO	0.88	eV
SMILES	[H]/N=C(\C)C=C=NC
HOMO	-9.20	eV

Cartesian coordinates (Å):
1 H 2.3109 1.9924 -0.5344
2 N 1.4286 1.3513 -0.7128
3 C 1.3565 0.2949 -0.0480
4 C 2.6131 -0.3343 0.6298
5 C 0.2479 -0.6646 -0.0579
6 C -1.0234 -0.4228 0.1770
7 N -2.2854 -0.0462 0.5351
8 C -3.3006 0.1918 -0.4706
9 H 2.3443 -1.1068 1.5142
10 H 3.1054 -0.9219 -0.0683
11 H 3.2735 0.5715 0.9685
12 H 0.5483 -1.7017 0.0469
13 H -3.7206 1.2068 -0.2129
14 H -4.0481 -0.6853 -0.2885
15 H -2.8504 0.2749 -1.4780

Löwdin atomic charge list, values in e, 5 entries: 0.10 0.11 -0.48 -0.06 -0.10

(9)
Molecular formula: C5H8N2
Method: DFT, ωB97M-V with the def2-TZVPD basis set

Computed properties:
frontier orbital gap (spin up / spin down)	8.5 / 7.4	eV
relative energy (zero: lowest compared OMol25 entry of this formula, charge and spin)	4.167	eV
E_LUMO (spin up / spin down)	0.38 / -0.96	eV
HOMO (spin up / spin down)	-8.08 / -8.34	eV

Cartesian coordinates (Å):
1 C -2.5975 -0.4953 -0.2663
2 N -1.3403 0.1685 -0.0003
3 C -0.2254 -0.4727 -0.1469
4 C 0.9747 0.2465 0.0044
5 C 2.3525 -0.3324 0.0455
6 C 0.6929 1.6033 0.3161
7 N -0.3307 2.3121 0.1548
8 H -3.0756 -0.0816 -1.1596
9 H -3.2612 -0.3141 0.5843
10 H -2.4877 -1.5828 -0.4052
11 H -0.1703 -1.5487 -0.3724
12 H 3.1054 0.4193 -0.2060
13 H 2.4367 -1.1260 -0.7006
14 H 2.6035 -0.7617 1.0156
15 H 1.3232 1.9657 1.1365

Löwdin atomic charge list, values in e, 5 entries: -0.12 -0.02 -0.16 -0.25 -0.06

(10)
Molecular formula: C5H8N2
Method: DFT, ωB97M-V with the def2-TZVPD basis set

Computed properties:
frontier orbital gap	8.8	eV
relative energy (zero: lowest compared OMol25 entry of this formula, charge and spin)	3.636	eV
E_LUMO	1.04	eV
HOMO	-7.78	eV

Cartesian coordinates (Å):
1 C 1.7303 -0.6226 -0.4486
2 C 0.9849 -0.1861 1.1679
3 C 0.0329 -0.8485 0.3400
4 C -1.0187 0.0440 -0.0867
5 N -2.0629 -0.2961 -0.9723
6 C -0.6799 1.2530 0.4449
7 N 0.5103 1.1211 1.1341
8 H 2.3590 0.2614 -0.4404
9 H 2.3170 -1.5135 -0.2413
10 H 1.2864 -0.6964 -1.4520
11 H 0.0013 -1.9268 0.2275
12 H -2.7663 0.4289 -1.0424
13 H -2.5178 -1.1665 -0.7194
14 H -1.1946 2.2048 0.3757
15 H 0.9351 1.8704 1.6565

Löwdin atomic charge list, values in e, 5 entries: -0.04 -0.18 -0.17 -0.33 0.07